No. 1
# C52H77FN10O4S

A 10-piece molecular cluster, C52H77FN10O4S overall (wB97M-V/def2-TZVPD, the Open Molecules 2025 dataset).

LUMO, eV: 0.08
Energy, Eh: -3374.0795
SMILES: CNC[C@@H]1C[C@H](CCF)OS(=O)(=O)[C@@H]1CCCCCCCOC.c1cc[nH]c1.c1cc[nH]c1.c1cc[nH]c1.c1cc[nH]c1.c1cc[nH]c1.c1cc[nH]c1.c1cc[nH]c1.c1cc[nH]c1.c1cc[nH]c1
HOMO energy, eV: -7.998

```
! RIJCOSX wB97M-V def2-TZVPD def2/J DEFGRID3
* xyz 0 1
C -2.4738 3.5783 1.3980
N -1.4274 4.5763 1.2488
C -0.8503 4.8100 -0.0544
C 0.4863 4.0931 -0.2780
C 0.3209 2.5609 -0.4366
C 0.8839 1.7416 0.7220
C 0.3765 0.2999 0.7116
C -0.9241 0.0868 1.4699
F -1.1256 -1.2962 1.6107
O 0.5227 2.3758 1.9622
S 1.4605 3.6116 2.3305
O 0.7511 4.3563 3.3162
O 2.7718 3.1008 2.6186
C 1.5935 4.4474 0.7368
C 1.8226 5.9572 0.8996
C 2.8709 6.4055 1.9218
C 4.3049 6.0758 1.5107
C 5.3107 6.3865 2.6211
C 5.3785 5.2823 3.6805
C 5.8668 5.7754 5.0448
C 5.4555 4.8808 6.2412
O 4.9396 3.6170 5.8784
C 5.9253 2.6809 5.4998
H -2.1532 2.7539 2.0416
H -2.7473 3.1595 0.4232
H -3.3767 4.0076 1.8378
H -1.6502 5.4300 1.7320
H -0.7039 5.8832 -0.1999
H -1.5283 4.4830 -0.8604
H 0.8707 4.4773 -1.2306
H 0.8232 2.2196 -1.3457
H -0.7381 2.3168 -0.5608
H 1.9760 1.7215 0.6542
H 0.2189 0.0303 -0.3365
H 1.1165 -0.3805 1.1390
H -1.7882 0.4825 0.9293
H -0.8908 0.5291 2.4651
H 2.5123 4.0147 0.3315
H 0.8749 6.4633 1.0883
H 2.1698 6.3000 -0.0836
H 2.7813 7.4907 2.0273
H 2.6633 5.9898 2.9102
H 4.5556 6.6523 0.6138
H 4.3813 5.0153 1.2440
H 6.2970 6.5615 2.1834
H 5.0078 7.3220 3.1072
H 6.0436 4.4923 3.3201
H 4.3970 4.8172 3.7863
H 5.4683 6.7790 5.2190
H 6.9550 5.8887 5.0327
H 4.6600 5.3626 6.8111
H 6.3080 4.7504 6.9208
H 6.8268 3.1641 5.1093
H 6.2096 2.0542 6.3533
H 5.5065 2.0478 4.7156
N -0.5927 -5.6598 2.3724
C -1.0040 -4.3801 2.1169
C -1.8080 -4.4123 1.0095
C -1.8845 -5.7626 0.5763
C -1.1258 -6.5111 1.4372
H 0.0110 -5.9240 3.1288
H -0.6900 -3.5573 2.7350
H -2.2850 -3.5591 0.5585
H -2.4355 -6.1392 -0.2704
H -0.9258 -7.5691 1.4563
N -2.8381 7.2067 -1.6575
C -2.2509 6.9581 -2.8677
C -2.6050 7.9680 -3.7212
C -3.4407 8.8619 -2.9981
C -3.5653 8.3637 -1.7279
H -2.7533 6.6246 -0.8447
H -1.6345 6.0884 -3.0194
H -2.3009 8.0580 -4.7503
H -3.8976 9.7640 -3.3710
H -4.1023 8.7297 -0.8690
N 0.1041 -9.7161 2.8930
C 1.2375 -9.8291 2.1250
C 1.5941 -11.1496 2.1016
C 0.6366 -11.8644 2.8728
C -0.2689 -10.9547 3.3470
H -0.3836 -8.8617 3.0920
H 1.6833 -8.9657 1.6599
H 2.4412 -11.5610 1.5792
H 0.6106 -12.9264 3.0504
H -1.1451 -11.0845 3.9595
N 3.7290 -0.0157 -1.2692
C 4.6467 0.9667 -1.0134
C 5.4441 1.0891 -2.1204
C 4.9866 0.1398 -3.0778
C 3.9254 -0.5249 -2.5229
H 3.0230 -0.3185 -0.6227
H 4.6596 1.4869 -0.0698
H 6.2680 1.7757 -2.2277
H 5.3924 -0.0363 -4.0610
H 3.3000 -1.3095 -2.9122
N -1.0639 -9.6176 -0.8443
C -1.7152 -10.4970 -1.6679
C -1.9956 -9.8430 -2.8381
C -1.4954 -8.5168 -2.7132
C -0.9239 -8.4117 -1.4745
H -0.7276 -9.8250 0.0804
H -1.9324 -11.5020 -1.3484
H -2.5175 -10.2613 -3.6822
H -1.5577 -7.7272 -3.4437
H -0.4350 -7.5852 -0.9892
N -5.6431 -7.4675 -0.8892
C -4.6770 -7.5370 -1.8549
C -5.1594 -6.9040 -2.9698
C -6.4672 -6.4365 -2.6627
C -6.7364 -6.8004 -1.3702
H -5.5616 -7.8562 0.0317
H -3.7341 -8.0237 -1.6736
H -4.6342 -6.7906 -3.9037
H -7.1332 -5.8979 -3.3160
H -7.6081 -6.6433 -0.7586
N 5.2711 2.7409 -5.4268
C 6.5997 2.4798 -5.6028
C 6.9953 3.0618 -6.7775
C 5.8540 3.7055 -7.3306
C 4.8071 3.4885 -6.4735
H 4.7246 2.4217 -4.6457
H 7.1508 1.9015 -4.8806
H 7.9880 3.0300 -7.1939
H 5.8074 4.2610 -8.2523
H 3.7778 3.7996 -6.5229
N -6.6096 10.9360 -2.1675
C -7.0386 12.2278 -2.3089
C -7.8881 12.2703 -3.3814
C -7.9734 10.9516 -3.9074
C -7.1729 10.1520 -3.1367
H -5.9733 10.6125 -1.4634
H -6.7057 13.0021 -1.6394
H -8.3919 13.1481 -3.7498
H -8.5546 10.6289 -4.7548
H -6.9539 9.0996 -3.1959
N -3.3114 -11.1188 1.8699
C -3.0485 -12.3926 1.4468
C -4.2419 -13.0597 1.3666
C -5.2635 -12.1516 1.7580
C -4.6570 -10.9625 2.0629
H -2.6163 -10.4099 2.0129
H -2.0399 -12.7116 1.2445
H -4.3697 -14.0849 1.0622
H -6.3208 -12.3501 1.8104
H -5.0669 -10.0252 2.3988
*
```

No. 2
# C52H83F18NO17

A 7-piece molecular cluster, C52H83F18NO17 overall at a distorted geometry (wB97M-V/def2-TZVPD, the Open Molecules 2025 dataset).

LUMO, eV: 0.37
Energy, Eh: -5162.7009
SMILES: CCCCCCCC[C@@]1(CCCCOC)[C@H](CCOCC)OC(=O)[C@H]1CCCCN(C)C(C)=O.CCOC(=O)C(F)(F)F.CCOC(=O)C(F)(F)F.CCOC(=O)C(F)(F)F.CCOC(=O)C(F)(F)F.CCOC(=O)C(F)(F)F.CCOC(=O)C(F)(F)F
HOMO energy, eV: -9.292

```
! RIJCOSX wB97M-V def2-TZVPD def2/J DEFGRID3
* xyz 0 1
C -0.2669 -5.9422 0.4435
C -0.3357 -4.4973 -0.0459
C 1.0338 -3.9292 -0.4304
C 1.1158 -3.6335 -1.9288
C 0.2209 -2.4586 -2.3759
C 1.0166 -1.1647 -2.6385
C 0.6969 -0.0116 -1.6665
C 1.8020 1.0700 -1.6747
C 2.6651 1.2374 -0.3568
C 3.0519 -0.1966 0.0207
C 4.1911 -0.4456 1.0188
C 3.7184 -0.4344 2.4782
C 2.9717 -1.7067 2.8573
O 3.2224 -2.0083 4.2213
C 2.0381 -2.3408 4.9358
C 3.7393 2.2379 -0.8154
C 5.0407 2.5174 -0.0595
C 5.0199 2.6688 1.4423
O 4.6105 3.9813 1.7971
C 4.5466 4.1477 3.1921
C 3.1919 3.7615 3.7874
O 3.0105 3.4913 -0.9074
C 2.0950 3.5222 0.1069
O 1.6004 4.5703 0.4698
C 1.8897 2.1137 0.6480
C 0.4108 1.8418 0.9148
C -0.2329 2.8734 1.8685
C -1.4103 2.2994 2.6595
C -2.5220 1.7193 1.7723
N -3.0180 0.3799 2.1060
C -3.4517 0.2545 3.4912
C -2.1295 -0.6498 1.6932
C -1.1517 -1.2609 2.6819
O -2.1375 -1.0501 0.5237
H -1.2655 -6.3614 0.5380
H 0.2095 -5.9874 1.4201
H 0.2998 -6.5555 -0.2535
H -1.0401 -4.4342 -0.8718
H -0.7800 -3.9091 0.7499
H 1.8226 -4.6393 -0.1886
H 1.2026 -3.0031 0.1215
H 2.1404 -3.3810 -2.1969
H 0.8718 -4.5475 -2.4681
H -0.5620 -2.2565 -1.6514
H -0.2911 -2.7449 -3.2920
H 2.0868 -1.3462 -2.7034
H 0.7194 -0.7956 -3.6195
H 0.4338 -0.3826 -0.6837
H -0.2139 0.4450 -2.0527
H 1.3847 2.0232 -1.9843
H 2.5187 0.7701 -2.4355
H 2.1741 -0.6486 0.4770
H 3.2577 -0.7436 -0.8941
H 4.5299 -1.4677 0.8440
H 5.0655 0.1730 0.8667
H 4.6130 -0.4231 3.1000
H 3.1232 0.4466 2.7036
H 1.8983 -1.5288 2.7611
H 3.2502 -2.5420 2.2146
H 1.5084 -3.1427 4.4243
H 2.3375 -2.6368 5.9270
H 1.4056 -1.4522 4.9949
H 4.0587 2.0543 -1.8390
H 5.4326 3.4503 -0.4594
H 5.7662 1.7514 -0.3227
H 6.0404 2.5184 1.8120
H 4.3996 1.9393 1.9587
H 4.7525 5.1856 3.4376
H 5.3169 3.5541 3.6908
H 3.1771 2.7088 4.0634
H 3.0331 4.3196 4.7073
H 2.3741 3.9930 3.1129
H 2.3367 2.1756 1.6443
H -0.1216 1.8979 -0.0306
H 0.2373 0.8392 1.3036
H 0.5066 3.3267 2.5208
H -0.6270 3.6785 1.2521
H -1.0117 1.5733 3.3666
H -1.8191 3.1041 3.2664
H -2.2533 1.7313 0.7213
H -3.3810 2.3825 1.8557
H -4.0588 -0.6367 3.6160
H -2.6359 0.2315 4.2166
H -4.0765 1.1064 3.7438
H -1.5823 -2.1030 3.2161
H -0.8018 -0.5576 3.4340
H -0.2912 -1.5854 2.1081
C 2.1130 6.2286 -3.3142
C 0.9689 5.6446 -2.5173
O -0.2800 5.7509 -3.2424
C -0.4989 4.8244 -4.1517
O 0.2081 3.9042 -4.4373
C -1.8683 5.0646 -4.8084
F -2.0438 6.3482 -5.1273
F -2.8558 4.7083 -3.9811
F -1.9850 4.3475 -5.9238
H 1.8960 7.2602 -3.5944
H 3.0251 6.2060 -2.7200
H 2.2828 5.6660 -4.2324
H 0.8216 6.1992 -1.5952
H 1.1549 4.6078 -2.2508
C -3.1814 4.3827 -8.7673
C -1.8396 4.9179 -9.2091
O -1.4516 4.4034 -10.5006
C -1.9697 5.0178 -11.5479
O -2.7270 5.9408 -11.5408
C -1.3701 4.4275 -12.8347
F -1.3682 3.0944 -12.8244
F -0.1040 4.8472 -12.9385
F -2.0399 4.8329 -13.9038
H -3.1778 3.2922 -8.7727
H -3.4029 4.7286 -7.7630
H -3.9821 4.7123 -9.4292
H -1.0596 4.5915 -8.5249
H -1.8275 6.0074 -9.2314
C -6.1306 -3.6419 -2.1757
C -5.4097 -3.9973 -3.4573
O -4.4245 -5.0248 -3.2339
C -4.8731 -6.2683 -3.1980
O -6.0012 -6.6318 -3.3350
C -3.6891 -7.2258 -2.9840
F -2.8810 -6.7754 -2.0233
F -2.9762 -7.3357 -4.1101
F -4.1100 -8.4359 -2.6439
H -5.4151 -3.3569 -1.4039
H -6.8126 -2.8102 -2.3475
H -6.7056 -4.4884 -1.8015
H -4.8523 -3.1420 -3.8320
H -6.1017 -4.3134 -4.2367
C -0.2842 -4.6601 11.9081
C 1.0870 -4.2212 11.4449
O 1.3808 -4.7484 10.1342
C 0.8666 -4.0882 9.1127
O 0.1946 -3.1028 9.1541
C 1.2963 -4.7627 7.7992
F 1.1614 -6.0892 7.8612
F 2.5805 -4.4978 7.5432
F 0.5538 -4.3217 6.7868
H -0.3624 -5.7429 11.8730
H -0.4634 -4.3259 12.9292
H -1.0650 -4.2492 11.2690
H 1.8596 -4.6220 12.0969
H 1.1873 -3.1367 11.4397
C 0.8609 7.2792 -11.7625
C 1.5378 8.4254 -11.0456
O 1.0981 8.4935 -9.6728
C 1.6853 7.6585 -8.8320
O 2.5424 6.8679 -9.0843
C 1.1165 7.8697 -7.4176
F -0.2154 7.9605 -7.4391
F 1.6021 8.9979 -6.8922
F 1.4500 6.8618 -6.6226
H -0.2225 7.3741 -11.6710
H 1.1240 7.2703 -12.8185
H 1.1510 6.3245 -11.3284
H 1.2573 9.3790 -11.4869
H 2.6232 8.3447 -11.0853
C -2.3754 -8.7741 8.2821
C -2.8889 -9.5169 9.4963
O -2.8774 -8.6747 10.6664
C -3.8997 -7.8448 10.7948
O -4.8251 -7.7228 10.0527
C -3.7470 -7.0459 12.0999
F -2.4948 -6.5972 12.2427
F -4.0326 -7.8169 13.1530
F -4.5646 -6.0042 12.1162
H -1.3834 -8.3648 8.4769
H -2.3162 -9.4470 7.4278
H -3.0324 -7.9447 8.0227
H -2.2373 -10.3533 9.7381
H -3.8915 -9.9102 9.3352
*
```

No. 3
# C52H84Br2ClFN4O27P

A 8-piece molecular cluster, C52H84Br2ClFN4O27P overall at a distorted geometry (wB97M-V/def2-TZVPD, the Open Molecules 2025 dataset).

LUMO, eV: -2.65
Energy, Eh: -10331.5237
HOMO energy, eV: -11.101

```
! RIJCOSX wB97M-V def2-TZVPD def2/J DEFGRID3
* xyz 1 1
C 4.3862 -5.2007 -1.8497
C 4.9727 -3.8199 -1.9502
O 4.0407 -2.9216 -2.5524
C 4.6520 -1.6844 -2.8189
C 3.5881 -0.6494 -3.0120
O 2.8502 -0.5524 -1.7873
C 2.1472 0.6329 -1.6544
C 0.9063 0.7407 -0.7106
O 0.5438 2.0675 -0.8390
C 1.3293 0.2654 0.7255
Br 1.4862 1.7326 2.0052
C 0.6301 -1.0646 1.1239
C -0.4727 -1.0486 2.2169
C -0.3198 -0.4084 3.5979
C 0.5750 -1.0405 4.6338
F 0.2969 -0.3814 5.8405
C 1.7353 -2.0044 1.6775
Cl 3.2302 -2.1864 0.7189
C 1.2358 -3.3897 2.1495
C 2.2150 -4.5491 2.1009
C -0.1113 -1.4391 -0.2599
C -1.3241 -2.3302 -0.1434
C -2.2098 -2.6913 -1.3407
C -1.6321 -3.3509 -2.5887
C -1.8774 -4.8782 -2.6011
N -1.8183 -5.4820 -1.2590
C -2.8866 -6.2650 -0.8098
C -4.2854 -5.8429 -1.1435
O -2.6704 -7.2573 -0.1200
O 0.8824 -2.0862 -1.0698
C 0.9474 -3.3652 -1.1662
N 0.9959 -4.5397 -1.2378
N -0.3353 -0.0939 -0.9419
C -1.5881 0.6774 -0.4871
C -1.5348 1.7614 0.6130
O -1.4232 1.6153 1.7919
Br -1.8581 3.5752 -0.0666
P -0.6733 -0.0970 -2.8040
N 0.2536 -0.8889 -3.7474
H 4.5614 -5.7987 -2.7318
H 3.3183 -5.1684 -1.6714
H 4.8373 -5.7111 -1.0057
H 5.2110 -3.4519 -0.9524
H 5.8774 -3.8549 -2.5570
H 5.3001 -1.3892 -1.9927
H 5.2226 -1.7486 -3.7501
H 2.9262 -0.9656 -3.8136
H 4.0446 0.3096 -3.2487
H 1.8565 1.0197 -2.6310
H 2.8119 1.3925 -1.2312
H 1.1257 2.6060 -0.2857
H 2.3929 0.1370 0.6030
H -1.3368 -0.5497 1.8107
H -0.8407 -2.0560 2.3629
H -0.1753 0.6565 3.5894
H -1.3158 -0.5056 4.0325
H 1.6364 -0.8827 4.4654
H 0.3474 -2.0866 4.8066
H 2.0986 -1.4960 2.5613
H 0.8956 -3.3122 3.1754
H 0.3621 -3.6923 1.5809
H 1.7413 -5.3808 2.6177
H 2.4049 -4.8965 1.0945
H 3.1373 -4.3489 2.6328
H -1.0698 -3.1891 0.4653
H -2.0300 -1.8330 0.5153
H -2.8069 -1.8294 -1.6026
H -2.9476 -3.3664 -0.9320
H -0.5835 -3.1809 -2.7820
H -2.1485 -2.9623 -3.4635
H -1.1002 -5.3193 -3.2151
H -2.8174 -5.0805 -3.0978
H -1.0139 -6.0922 -1.1927
H -4.4852 -4.7920 -0.9788
H -4.4742 -6.0391 -2.1963
H -4.9608 -6.4722 -0.5837
H -2.3536 -0.0321 -0.2110
H -2.0271 1.1920 -1.3338
H -2.0208 -0.4246 -2.9034
H -0.6503 1.2890 -2.9997
H 0.9866 -1.4181 -3.2892
C 8.8404 -9.9263 -3.3184
C 7.8631 -9.0968 -2.5266
C 6.8118 -8.3762 -3.3472
O 6.5495 -7.2109 -2.5473
C 7.6565 -6.9553 -1.8191
O 7.8355 -5.9474 -1.2117
O 8.5225 -7.9821 -1.8854
H 9.5206 -10.4584 -2.6556
H 8.3106 -10.6573 -3.9284
H 9.4432 -9.2891 -3.9654
H 7.3957 -9.6979 -1.7431
H 5.9000 -8.9517 -3.4800
H 7.1854 -8.0557 -4.3220
C -0.7087 4.9277 6.6265
C 0.2420 5.3247 5.5262
C 1.0149 4.1817 4.9020
O 2.2313 4.8152 4.4929
C 2.4286 5.8952 5.2955
O 3.4269 6.5273 5.3385
O 1.3162 6.1393 6.0298
H -1.2704 5.7907 6.9807
H -1.4144 4.1782 6.2680
H -0.1582 4.5233 7.4755
H -0.2806 5.9032 4.7589
H 0.5124 3.7487 4.0392
H 1.2487 3.3947 5.6233
C -7.0384 2.8750 -0.1887
C -6.3312 1.6517 0.3290
C -4.9364 1.4479 -0.2204
O -4.8052 0.0098 -0.1842
C -6.0571 -0.5231 -0.2691
O -6.2676 -1.6756 -0.4599
O -6.9795 0.4322 -0.1183
H -8.0153 3.0021 0.2812
H -6.4415 3.7663 0.0101
H -7.2013 2.7873 -1.2644
H -6.3347 1.6411 1.4219
H -4.1573 1.9020 0.3878
H -4.8073 1.8044 -1.2469
C -5.6088 6.1116 -4.0813
C -4.5389 5.0793 -4.3121
C -4.7902 4.1158 -5.4576
O -4.1104 2.9214 -5.0029
C -4.0788 2.9691 -3.6710
O -3.7490 2.0547 -2.9591
O -4.4538 4.1517 -3.2015
H -5.3140 6.7883 -3.2811
H -5.7749 6.6933 -4.9875
H -6.5435 5.6342 -3.7859
H -3.5625 5.5578 -4.4103
H -4.3750 4.4445 -6.4050
H -5.8481 3.8816 -5.5846
C 0.8845 7.8635 -0.4095
C -0.0980 7.7700 -1.5486
C -0.9509 9.0036 -1.7662
O -2.1601 8.4454 -2.3078
C -2.2645 7.1765 -1.8710
O -3.2305 6.4921 -1.9916
O -1.1154 6.7771 -1.2828
H 1.5007 6.9672 -0.3545
H 1.5400 8.7234 -0.5420
H 0.3574 7.9591 0.5398
H 0.4114 7.4818 -2.4714
H -0.5189 9.7118 -2.4670
H -1.1898 9.5156 -0.8321
C 10.2082 -3.9224 2.6474
C 8.7299 -4.1925 2.7530
C 7.9316 -3.8973 1.5011
O 6.6477 -3.5364 2.0417
C 6.8383 -3.0644 3.2940
O 6.0042 -2.5159 3.9380
O 8.1018 -3.3029 3.7026
H 10.7218 -4.2182 3.5610
H 10.6350 -4.4797 1.8139
H 10.3901 -2.8580 2.4984
H 8.5517 -5.2159 3.0927
H 7.8412 -4.7513 0.8367
H 8.3279 -3.0460 0.9422
C -7.4999 6.3976 4.1636
C -8.0658 6.4404 2.7675
C -9.4501 7.0457 2.6506
O -9.9945 6.3457 1.5226
C -9.3739 5.1529 1.4319
O -9.7183 4.2619 0.7260
O -8.3026 5.1098 2.2590
H -6.4825 6.0088 4.1566
H -7.4845 7.3967 4.5979
H -8.0981 5.7419 4.7960
H -7.3694 6.9351 2.0853
H -9.4409 8.1148 2.4593
H -10.0711 6.8375 3.5243
*
```